Record 1
{"formula": "C3H3IN2O3", "method": "ωB97M-V/def2-TZVPD", "gap_ev": [5.77, 5.08], "s2": 2.01, "max_force_ev_per_a": 4.77, "homo_ev": [-6.2, -9.3], "e_above_lowest_kj_mol": 164.97, "spin_multiplicity": 3, "elements": ["C", "C", "C", "N", "N", "O", "O", "O", "I", "H", "H", "H"], "coordinates": [[-1.412659, 0.379913, 0.527032], [0.618858, -0.207182, -0.228552], [-0.101153, 1.595679, -0.820117], [-1.317233, 1.428452, -0.170383], [-0.224613, 1.231533, -2.262418], [-1.146097, 0.474465, -2.484082], [0.517705, 1.709734, -3.088857], [-0.358517, -0.412302, 0.677429], [1.140822, 3.308680, -0.609303], [-2.243883, 0.140826, 1.093568], [0.680504, -0.744283, -1.122389], [1.737215, -0.116181, 0.142479]], "forces_ev_per_a": [[1.5, 1.5, -0.9], [4.3, 1.3, 1.5], [-0.5, 0.1, -2.8], [0.3, 0.4, 0.5], [1.2, 2.4, 3.8], [-3.2, -2.8, -0.6], [2.4, 1.3, -2.3], [0.0, -1.7, 0.8], [-0.8, -1.1, 0.3], [-1.5, -0.6, 1.0], [-1.0, -0.8, -1.4], [-2.6, 0.0, 0.1]]}

***

Record 2
{"formula": "C3H3IS", "method": "ωB97M-V/def2-TZVPD", "gap_ev": 7.91, "max_force_ev_per_a": 3.34, "homo_ev": -8.1, "e_above_lowest_kj_mol": 74.81, "spin_multiplicity": 1, "elements": ["I", "C", "C", "C", "S", "H", "H", "H"], "coordinates": [[0.474712, 2.426540, -1.108829], [0.501521, 0.923095, 0.434172], [-0.092163, -0.498066, 0.048649], [-0.540942, -1.347925, -0.778957], [-1.145084, -1.842185, 0.960394], [1.660375, 0.806215, 0.730747], [0.068273, 1.314963, 1.358711], [-0.926691, -1.782636, -1.644886]], "forces_ev_per_a": [[-0.2, -0.5, 0.3], [2.3, -2.4, 0.5], [0.2, 2.2, 0.9], [-0.4, 0.1, 1.8], [1.0, 1.0, -0.7], [-2.6, 0.0, -0.9], [-0.4, -0.2, -0.5], [0.1, -0.2, -1.3]]}